# 1
Computed, not measured: a 3-piece molecular cluster, C21H38N7O8PS overall in a non-equilibrium geometry, with ωB97M-V/def2-TZVPD.

CARTESIAN COORDINATES (ANGSTROEM)
O (-1.2467, -0.7988, -4.5516)
C (-1.4437, 0.7057, -2.0480)
H (6.9416, -2.5715, 8.8875)
C (-8.6146, 1.2556, -3.9797)
H (-8.1843, 1.5128, -7.9814)
C (1.8251, -0.6464, 3.0531)
N (-7.3797, 1.2841, -4.7333)
O (-1.6293, 1.7927, 0.7481)
C (-8.4640, 1.4481, -6.9300)
H (2.0311, -0.0528, 4.0068)
O (-4.1764, 1.7772, -3.0765)
H (-2.1750, 3.7286, -4.8048)
C (0.9120, 0.4749, -0.5672)
H (1.5432, 1.3210, -2.6216)
C (1.1234, 0.3595, 2.0205)
H (7.9763, -3.4262, 10.9586)
C (-2.8531, 3.6494, -3.8885)
H (-2.7777, -0.1312, -6.5290)
H (-8.6173, 2.1021, -3.2898)
C (10.1173, -3.0483, 7.9670)
N (0.0220, -1.3357, -1.9008)
H (8.1972, -1.6668, 10.8099)
N (7.9363, -2.6846, 9.0264)
H (2.0224, 0.2744, -0.8180)
H (7.0401, -2.6130, 5.3813)
H (1.0895, -1.5092, 3.2542)
H (1.0465, -1.4942, 0.6362)
S (3.3927, -1.2323, 2.2140)
N (-3.5695, -0.9157, -1.8569)
H (0.8653, 1.5568, -0.2190)
N (4.1037, -3.5875, 3.8832)
H (-0.9418, 2.4122, 1.0946)
O (-6.0981, 1.3829, -6.5664)
C (-0.5051, 3.6054, -1.3563)
H (-0.9734, 4.6390, -1.3785)
H (-9.0705, 0.5514, -6.7877)
C (-2.9396, 0.5767, -5.6393)
H (-3.6704, -1.0858, -2.8623)
C (0.5798, -0.4432, 0.7059)
H (-2.5761, 4.3606, -3.0462)
H (10.5327, -3.1851, 6.9687)
O (5.5284, -1.7361, 3.9346)
H (1.9306, 1.0769, 1.6161)
H (0.2493, 0.9460, 2.4871)
O (8.0323, -2.8851, 6.7992)
H (-6.5047, 1.2360, -4.2271)
H (10.3500, -3.9332, 8.5626)
H (-4.2720, -0.2698, -1.4871)
C (-7.2225, 1.3705, -6.0826)
C (6.0647, -2.7232, 4.7999)
N (5.1506, -3.8248, 4.7338)
O (0.8721, 0.6970, -2.9868)
C (-1.9032, 0.2519, -4.4407)
N (-1.8076, 1.2524, -3.3828)
H (0.8581, -1.8637, -1.6364)
H (-4.0032, 0.3879, -5.2768)
C (-2.1903, -0.5751, -1.4521)
H (-8.6478, 0.3265, -3.4068)
H (-9.4908, 1.3129, -4.6220)
C (-1.2833, -1.9153, -1.6341)
H (10.5726, -2.1618, 8.4129)
H (0.0921, 3.3444, -2.2936)
C (-3.0121, 2.1207, -3.3829)
H (9.5336, -2.7684, 10.4095)
H (-2.3065, -0.4646, -0.3096)
C (0.0849, 0.1404, -1.9007)
H (-3.8967, 3.9804, -4.2478)
C (8.6270, -2.8690, 7.8719)
O (-1.6526, -3.1053, -1.5954)
H (-9.0393, 2.3389, -6.6696)
P (-1.7879, 2.2389, -0.9250)
H (0.2575, 3.5958, -0.4860)
H (-0.5291, -0.6053, 0.8942)
H (-2.8438, 1.6408, -6.0292)
C (8.4545, -2.6355, 10.3770)
C (4.3429, -2.2648, 3.3936)

Forces on atoms 1 to 2 (eV/Å):
O -1.564 3.198 1.532
C 2.042 -1.051 2.221

Calculated values
Gap between HOMO and LUMO   8.63 eV
SMILES string   CC(=O)N(C(C)=O)[C@@]1(P(C)O)[C@@H](N)C(=O)N[C@]1(O)CCCCSc1nnco1.CNC(C)=O.CNC(C)=O
HOMO   -8.56 eV

***

# 2
Computed, not measured: a 11-piece molecular cluster, C24H56N8O23S3 overall in a non-equilibrium geometry, with ωB97M-V/def2-TZVPD.

CARTESIAN COORDINATES (ANGSTROEM)
C (1.7839, -1.1461, -0.1513)
O (-0.5746, -0.8974, -0.8002)
H (2.0330, 11.1645, 3.2514)
N (5.2731, -6.9840, 1.7467)
H (12.4646, -3.4093, -4.2153)
O (2.2472, 2.5183, 7.3379)
H (3.8101, 8.5934, 3.7183)
H (-5.9319, -6.2159, 6.9421)
H (6.1792, 2.0311, -2.5583)
H (0.4240, 8.0344, 2.0712)
H (10.9470, -3.0365, -4.9217)
C (9.6686, -3.0051, -2.4637)
H (-4.5470, -8.0840, 3.7817)
O (-5.8080, -2.0798, -8.0442)
H (-5.4769, -0.2384, 2.1811)
O (-4.3017, -1.7203, -6.2626)
S (7.5206, 2.9870, -0.0872)
O (8.5103, 2.8221, -1.3973)
H (2.2511, -1.8003, -0.8874)
H (-3.7149, -6.4422, -2.7209)
S (-5.9570, -1.8334, -6.4369)
H (-9.1854, 0.8970, 2.7690)
C (-7.6133, -1.3940, 1.7663)
N (-7.4154, -0.3518, 2.6957)
H (-5.4913, 7.3829, -3.2972)
O (-5.9231, 1.1087, 3.6130)
H (-4.8659, -0.6641, -8.7985)
H (2.3752, -1.1120, 0.7638)
N (1.4023, 1.6880, 7.4350)
C (6.3926, 3.0841, -2.3751)
H (-3.4701, 10.2779, -2.7380)
O (6.1207, 3.2008, -0.9439)
H (-4.4716, -2.2698, -9.5119)
H (8.4343, 2.9201, -3.4732)
C (5.9502, -8.0586, 2.5484)
C (-3.5283, -7.4610, -3.0606)
O (0.1302, 0.6935, -2.6928)
H (4.0569, 8.5735, 2.0186)
H (-5.5479, -5.1271, 5.6793)
H (1.9795, 7.6623, 1.2450)
H (-8.4580, 0.5718, 4.3174)
H (0.3249, -2.6436, -0.2185)
O (-4.2896, -6.0465, 3.8058)
C (1.4052, 10.3027, 2.9767)
O (0.9332, 1.4236, 8.5724)
H (-6.2125, -8.5085, 6.5996)
O (-4.1802, -7.4772, -5.2300)
O (-2.0671, -6.9878, -4.8411)
H (-7.2083, -5.7667, 5.8369)
H (5.7627, 3.6930, -3.0236)
C (-4.6371, -1.7095, -8.5917)
O (-7.2235, 8.4655, -1.8318)
H (-2.7000, -7.9759, -2.5738)
H (0.0491, -1.4504, 1.0956)
H (-6.9570, -1.2370, 0.9103)
N (2.1079, 9.1455, 2.7690)
C (-4.8032, -7.0946, 4.1914)
N (-5.7501, -7.1541, 5.0970)
C (3.5632, 9.1400, 2.8082)
H (12.6751, -2.8861, -1.6278)
H (-9.3511, -0.5617, 3.5819)
O (-6.5843, -0.5918, -6.1082)
C (-6.1477, -6.0117, 5.8934)
H (-7.3134, -2.3767, 2.1303)
H (11.4977, -3.8017, -0.7139)
C (-6.4208, -8.3082, 5.5486)
C (11.5606, -2.8243, -4.0462)
C (7.9615, 3.3558, -2.5930)
H (-3.3029, -2.9443, -7.3759)
O (-6.5343, -3.0473, -5.7811)
H (1.3937, 1.5506, 5.4263)
C (-8.5863, 0.1671, 3.3134)
C (1.5032, 7.9340, 2.1870)
H (1.6763, 7.1156, 2.8859)
H (6.9910, -7.7493, 2.6443)
H (-7.4946, -8.2824, 5.3633)
H (4.0332, 10.1184, 2.9074)
H (-3.2855, 9.5865, -1.1136)
C (0.3592, -1.5903, 0.0600)
O (7.9482, 4.1360, 0.7464)
H (9.4170, -3.3238, -1.4403)
H (-6.3802, 10.1634, -1.0195)
H (-4.4522, -8.0367, -3.0051)
H (1.1079, -0.0136, 6.2944)
C (-6.2397, 9.2356, -1.5954)
H (-8.6291, -1.3958, 1.3711)
O (1.6205, 0.1454, -0.7115)
S (0.0558, 0.5488, -1.2299)
C (-3.6724, -1.9207, -7.4374)
O (5.2762, -7.0595, 0.5286)
C (11.8634, -3.6075, -1.7222)
N (-3.2230, -7.3009, -4.5012)
H (-4.1248, 8.3124, -3.8596)
H (-0.1982, 1.2507, 6.1646)
H (5.5985, -8.0864, 3.5798)
O (-0.4554, 1.6519, -0.4213)
H (-2.8208, -1.2665, -7.6241)
N (-5.0306, 9.0801, -2.1091)
C (-6.2082, 0.2004, 2.8775)
O (0.1633, 10.2571, 3.1635)
H (8.0457, 4.4426, -2.5882)
O (7.4401, 1.6937, 0.6837)
H (-5.9781, -9.1567, 5.0268)
C (-4.6280, 7.9568, -2.9604)
H (5.9239, -8.9988, 1.9976)
O (8.7829, -2.5840, -3.2382)
H (-4.3299, 11.0153, -1.4370)
C (-3.9883, 10.0486, -1.8069)
N (10.9567, -3.1301, -2.7582)
O (4.7025, -6.0658, 2.3596)
H (-3.9723, 7.2185, -2.4989)
C (0.8703, 1.0488, 6.2402)
H (11.8326, -1.7715, -3.9707)
H (12.3049, -4.5388, -2.0772)

Forces on atoms 1 to 2 (eV/Å):
C -0.767 0.399 -1.085
O 1.104 1.254 -0.365

Calculated values
Gap between HOMO and LUMO   9.00 eV
SMILES string   C[N+](=O)[O-].C[N+](=O)[O-].C[N+](=O)[O-].O=S1(=O)OCCO1.O=S1(=O)OCCO1.O=S1(=O)OCCO1.CN(C)C=O.CN(C)C=O.CN(C)C=O.CN(C)C=O.CN(C)C=O
HOMO   -9.07 eV

***

# 3
Computed, not measured: a 2-piece molecular cluster, C2H9N3OS overall in a non-equilibrium geometry, with ωB97M-V/def2-TZVPD.

CARTESIAN COORDINATES (ANGSTROEM)
C (-2.5702, 0.3370, 0.0849)
H (3.5226, 1.0760, 0.5018)
H (-3.4745, 0.9075, -0.0791)
O (0.1591, 0.3560, 1.0373)
H (-1.5722, 1.6925, -0.9843)
H (2.0318, 0.4675, 1.3064)
C (2.9514, 0.1898, 0.6064)
N (2.3548, -0.3224, -0.5382)
H (0.3495, -2.0008, -0.2821)
H (-2.0503, 0.6764, 0.8917)
H (-2.6605, -0.7580, 0.1693)
S (0.0076, 0.2730, -0.4001)
H (-0.6210, -1.5889, -1.5807)
N (-1.6001, 0.6964, -0.9547)
H (3.5873, -0.6426, 0.8067)
N (-0.4154, -1.3592, -0.5852)

Forces on atoms 1 to 2 (eV/Å):
C -0.358 -0.899 -1.641
H 0.872 1.049 -0.463

Calculated values
Gap between HOMO and LUMO (alpha / beta)   8.33 / 8.31 eV
ΔE to the lowest compared entry with this formula, charge and spin   345.6 kJ/mol
HOMO (alpha / beta)   -8.97 / -8.61 eV

***

# 4
Computed, not measured: a 2-piece molecular cluster, C10H16 overall in a non-equilibrium geometry, with ωB97M-V/def2-TZVPD.

CARTESIAN COORDINATES (ANGSTROEM)
H (-4.4449, -2.9487, 0.5751)
H (4.1326, 2.2577, -1.3809)
C (-2.9764, -1.6829, -0.3750)
C (-3.4168, -2.5921, 0.5736)
H (2.2348, 2.8964, 0.5442)
C (-1.3090, -2.4165, 1.7020)
H (-1.3098, -0.4627, -1.0158)
C (2.2118, 2.2560, -0.3378)
C (0.5401, -0.9144, 0.8332)
H (-3.6429, -1.3384, -1.1523)
H (-0.6526, -2.7013, 2.5224)
C (0.7861, 2.1688, -0.9096)
H (1.2655, -1.5586, 1.3169)
H (0.0673, 2.0099, -0.1074)
H (0.7534, 1.4060, -1.6839)
H (-2.8603, -3.6958, 2.3645)
H (2.7472, 2.6483, -2.4300)
H (0.4542, 0.0944, 1.2309)
C (-0.8270, -1.5323, 0.7364)
H (0.9047, -0.6983, -0.1805)
C (3.1641, 2.7627, -1.4245)
H (3.3472, 3.8331, -1.3125)
H (2.5479, 1.2812, 0.0219)
C (-2.5767, -2.9770, 1.6043)
C (-1.6778, -1.2095, -0.3210)
H (0.5374, 3.1140, -1.3943)

Forces on atoms 1 to 2 (eV/Å):
H 0.204 -0.021 -0.219
H -0.071 0.103 -0.102

Calculated values
Gap between HOMO and LUMO   10.00 eV
SMILES string   Cc1ccccc1.CCC
ΔE to the lowest compared entry with this formula, charge and spin   33.3 kJ/mol
HOMO   -9.00 eV

***

# 5
Computed, not measured: C15H31CrN5O7 as an isolated structure in a non-equilibrium geometry, with ωB97M-V/def2-TZVPD.

CARTESIAN COORDINATES (ANGSTROEM)
H (2.7990, 2.4627, -1.8027)
H (4.5975, -1.3016, 1.2834)
H (2.1572, 4.0344, -1.2841)
H (1.4606, 4.4342, 0.5172)
N (-2.1809, -0.7239, 0.5783)
H (-2.8117, 1.6979, -5.2228)
H (2.6241, -0.1393, 4.9061)
H (-0.1400, 0.1793, 2.0900)
H (0.9344, 3.5483, 1.9690)
H (1.2019, -1.8347, 3.6011)
H (-2.0975, 0.6032, 1.9275)
C (0.6268, 3.9000, 0.9768)
O (-0.5432, -1.4819, -2.8163)
N (0.2119, 1.3598, -1.7544)
C (-2.4206, -1.9811, 0.2056)
C (3.6603, -0.8721, 1.6576)
C (-1.8911, -2.3012, -1.0951)
O (0.6832, -0.5926, -0.1066)
H (-0.1983, 4.6122, 1.1027)
H (-3.7077, -3.6293, 0.5460)
H (0.3990, -0.3637, 4.1749)
O (-1.0677, 0.5566, -5.5825)
H (-2.8934, -3.8810, -2.1160)
H (-1.7358, -4.4154, -0.8929)
H (-3.0249, 2.3305, -0.7332)
C (1.9133, 3.1128, -1.8146)
O (0.6821, 0.8779, -2.8551)
C (0.2236, 2.7623, 0.1221)
H (-1.4531, 1.8277, -4.0620)
N (-0.6748, 1.8667, 0.5811)
O (-2.9642, 1.4649, -1.1802)
C (-1.9108, -3.6664, -1.6746)
H (-0.0359, -0.5871, -2.9297)
H (-2.3235, -3.5635, 1.6390)
N (0.6828, -0.4250, 2.1434)
H (3.6319, 0.1623, 1.2873)
C (2.5164, -0.1245, 3.8157)
H (2.2980, -2.5647, 1.6898)
H (-2.4764, 0.3655, -4.0747)
H (1.6781, 3.3505, -2.8584)
H (-3.7802, 0.9881, -0.9348)
H (2.5299, 0.9288, 3.5088)
O (-2.5808, -0.3010, 1.8378)
C (3.6877, -0.8687, 3.1887)
H (2.7300, -1.9928, 0.0617)
C (1.1591, -0.7412, 3.4807)
C (1.2191, -0.8676, 0.9975)
C (-2.0182, 1.1432, -4.6959)
O (-1.1337, 1.9051, 1.8161)
H (4.6225, -0.4031, 3.5241)
H (-1.5279, 0.3204, -6.4001)
Cr (-1.0943, 0.3802, -0.6445)
H (-1.1434, -3.7634, -2.4487)
N (-1.3103, -1.2636, -1.7136)
H (3.6926, -1.9061, 3.5509)
H (-3.6786, -2.4378, 1.8697)
C (-3.0710, -2.9493, 1.1185)
C (0.7695, 2.4399, -1.1576)
C (2.4971, -1.6718, 1.0817)

Forces on atoms 1 to 2 (eV/Å):
H -0.165 0.084 -0.132
H -0.179 0.027 0.081

Calculated values
Spin multiplicity   5
Gap between HOMO and LUMO (alpha / beta)   5.47 / 6.95 eV
⟨S²⟩   6.071
ΔE to the lowest compared entry with this formula, charge and spin   0.0 kJ/mol
HOMO (alpha / beta)   -5.33 / -7.04 eV